1.
Computed, not measured: 2 unconnected molecules or ions with the total composition C11H14N2 at a distorted geometry, with ωB97M-V/def2-TZVPD.

Values from the calculation:
**HOMO level (spin up / spin down)**: 0.710 / -5.049 eV
**<S²>**: 0.7526
**Multiplicity**: 2
**Charge**: -1
**Energy relative to the best compared isomer or geometry (same formula, charge and spin)**: 176.1 kJ/mol
**Gap between HOMO and LUMO (spin up / spin down)**: 2.76 / 8.45 eV

```
27
Properties=species:S:1:pos:R:3:forces:R:3:mulliken_spin:R:1
C 0.271246 2.601290 1.411598 1.26 1.26 -1.49 0.3221
H 1.323277 -4.479554 2.316422 -1.48 -0.08 1.34 -0.0063
H -1.822307 2.249420 1.673407 -0.71 0.48 0.94 -0.1324
C 0.204497 -3.249263 1.226856 0.16 2.18 -4.73 -0.1336
C -0.605768 2.108818 -2.752601 2.67 -1.35 -0.23 0.7090
H 1.139324 -3.146613 -1.935737 0.24 0.25 -1.13 -0.1349
H -0.967789 -1.406620 1.311824 -1.49 1.62 0.77 -0.0478
C 1.334355 2.658975 0.374203 -1.16 -0.73 4.34 -0.0169
C 0.369827 -3.905662 2.544786 -0.87 0.50 -0.31 0.0086
H -1.551846 2.034639 -3.127361 -2.71 -0.47 -0.54 -0.2253
H 2.345453 2.588767 0.880722 -0.88 0.34 -1.56 -0.0764
H -0.086334 2.702510 -3.444324 0.70 1.66 -0.65 0.0249
C -0.410944 2.430936 -1.350298 1.50 0.59 0.93 -1.3988
H -2.472207 2.467054 -0.749128 1.64 -0.45 1.03 0.0309
N -0.254717 -2.025019 -0.636716 -0.69 2.01 0.29 -0.0956
N 0.953741 -3.677807 0.068430 0.44 -0.85 1.35 -0.0647
C -1.388501 2.426041 -0.366616 -1.36 0.40 -0.60 0.9871
H 0.577619 2.829870 2.433947 -0.31 -0.49 -0.08 -0.0054
C -0.529487 -2.151016 0.760468 2.56 -2.91 -2.14 0.1055
C -1.046443 2.519538 1.003796 0.41 -0.93 -1.11 -0.2763
H 1.832660 2.339848 -1.650456 -1.86 0.52 0.95 0.1002
C 0.955820 2.525828 -0.903888 1.77 -0.83 -2.52 0.9979
H 0.002546 1.170918 -3.030301 -0.99 -0.03 0.59 -0.2498
C 0.730088 -2.925355 -0.996843 -2.65 -0.03 4.25 0.4698
H -0.655614 -4.349340 2.815192 1.94 -0.56 -0.38 -0.0031
H -0.689902 -1.212475 -1.204127 1.20 -1.70 0.95 0.1085
H 0.441406 -3.125715 3.326740 0.70 -0.40 -0.28 0.0028
```
Positions in Å, forces in eV/Å.

2.
Computed, not measured: a molecular structure, C9H19BrMn2NO at a distorted geometry, with ωB97M-V/def2-TZVPD.

Values from the calculation:
**HOMO level (spin up / spin down)**: -20.093 / -18.780 eV
**<S²>**: 30.0778
**Multiplicity**: 11
**Charge**: +3
**Gap between HOMO and LUMO (spin up / spin down)**: 7.94 / 4.68 eV

```
33
Properties=species:S:1:pos:R:3:forces:R:3:mulliken_spin:R:1
H 1.236556 -2.579304 0.146555 -0.72 -0.36 0.10 -0.0058
H -1.705177 1.273233 1.709483 0.21 -0.56 -0.14 0.0025
H -0.777478 2.624386 2.075503 0.54 0.36 -0.74 -0.0002
C 0.587680 -2.216799 -0.650716 -3.47 0.03 2.01 0.0483
H -0.706569 -1.392880 1.960245 -0.46 -0.63 0.27 0.0024
C -1.040276 -0.592540 -1.384369 -2.27 1.48 0.65 0.0461
Br 2.767183 -2.391478 -1.496195 10.08 -4.08 1.78 0.3162
H -2.297885 1.063550 -1.971540 0.20 0.22 -0.10 -0.0005
H 0.862637 -0.523989 2.061647 -0.08 -0.05 1.17 0.0316
H -2.529310 0.666906 -0.342145 0.23 0.00 0.30 0.0010
C 0.169139 1.360240 0.502364 0.30 2.83 -1.44 0.0042
N 0.646846 0.008926 0.293970 -2.41 -0.45 2.01 0.5924
C -0.662087 1.574737 1.805266 -0.50 -0.10 0.79 0.1137
H -0.472113 -0.467634 -2.306163 0.65 -0.09 0.21 -0.0239
O 1.458300 -0.448316 1.312607 0.99 0.25 -1.45 0.0099
Mn 3.699025 -0.975282 -0.402438 3.62 4.90 4.06 4.4358
H -0.225120 1.199374 2.730615 0.15 -0.54 -0.12 -0.0026
H -1.236682 2.726221 -0.618505 0.75 0.33 0.49 -0.0022
C -1.736414 0.779095 -1.081633 -0.13 -1.45 -1.01 -0.0183
H 1.991267 2.077588 1.470903 -0.21 0.41 0.33 -0.0024
C -1.275067 -1.549047 1.043444 0.71 1.02 -0.48 0.0812
H -1.611680 -2.576216 0.903005 0.56 -0.10 -0.01 0.0009
C -0.314769 -1.078189 -0.144523 0.49 -0.93 -1.99 -0.0029
Mn 1.941071 -2.912320 -3.200582 -3.51 -2.77 -8.30 4.2736
H -2.192356 -0.964352 1.112790 0.26 0.27 -0.18 0.0038
H -1.825044 -1.308377 -1.628921 0.03 -0.24 0.12 0.0029
H 1.266818 -1.927215 -1.452603 -5.31 2.09 0.93 -0.0469
C -0.684756 1.794314 -0.741028 -0.16 -0.72 0.25 0.0195
C 1.417607 2.329078 0.578839 0.33 -0.92 0.66 0.0955
H 2.153778 2.214275 -0.216763 -0.37 -0.10 -0.60 -0.0069
H 1.097942 3.371053 0.592543 -0.11 -0.20 0.08 -0.0017
H -0.002582 1.871987 -1.587611 0.02 0.33 -0.07 -0.0049
H -0.000483 -3.031026 -1.074047 -0.41 -0.24 0.42 0.0378
```
Positions in Å, forces in eV/Å.

3.
Computed, not measured: a molecular structure, C19H15BF7N6OSTi at a distorted geometry, with ωB97M-V/def2-TZVPD.

Values from the calculation:
**HOMO level (spin up / spin down)**: -7.325 / -7.425 eV
**<S²>**: 0.7563
**Multiplicity**: 2
**Energy relative to the best compared isomer or geometry (same formula, charge and spin)**: 128.8 kJ/mol
**Gap between HOMO and LUMO (spin up / spin down)**: 6.36 / 6.44 eV

```
51
Properties=species:S:1:pos:R:3:forces:R:3:mulliken_spin:R:1
F 2.686478 1.432157 6.446780 -0.08 0.05 -0.20 0.0000
C 0.554078 2.182757 5.719480 0.19 -0.08 -0.04 0.0003
C 0.938878 0.946757 3.317980 -0.69 0.38 0.22 0.0023
H -3.355322 2.043057 -2.575420 -0.22 -0.02 -0.01 0.0017
H -1.173822 3.696257 -2.483420 -0.01 0.17 -0.08 0.0002
H -3.574922 -2.281543 -2.696220 -0.22 0.12 -0.03 0.0031
C -0.894022 -1.703443 2.118880 -0.69 -0.83 1.38 -0.0333
S -1.516422 1.438857 2.327280 -0.42 0.06 -0.51 -0.0138
F -1.576822 2.880257 5.019480 0.15 -0.11 0.11 -0.0002
C 1.944078 0.875757 4.260280 0.01 0.07 -0.10 -0.0005
C 2.403678 -0.941343 -0.092120 -0.45 0.23 0.04 0.0222
N -2.314222 1.000857 -1.077320 -0.50 0.32 -0.40 -0.0059
B -3.227822 -0.190943 -0.693020 0.25 -0.03 0.11 -0.0283
C -0.448122 2.212557 4.763780 0.22 -0.29 -0.55 0.0020
H 4.209278 -0.666243 -2.949420 0.07 -0.01 -0.09 0.0000
C 3.378578 -0.647243 -2.262320 -0.84 0.07 0.28 0.0122
F 1.134478 0.365557 2.069780 0.50 0.06 0.57 0.0179
C 3.499678 -1.010643 -0.927520 0.17 0.06 -0.46 -0.0020
H 0.525078 0.210457 -5.628320 0.08 0.01 0.03 0.0001
N 1.192778 -0.490343 -0.499120 2.47 -0.49 -1.54 -0.0316
H -1.603222 -2.546543 2.200280 0.18 0.40 -0.15 0.0045
C 1.932778 0.058457 -4.172220 -0.45 0.02 -0.27 -0.0017
F 0.385878 2.820057 6.883180 0.02 -0.12 -0.10 0.0000
H 0.396778 2.582957 -0.558420 -0.02 -0.06 0.07 -0.0061
H 0.084478 0.103357 -2.142620 0.11 -0.03 0.13 -0.0031
C 2.105578 -0.272543 -2.720920 0.69 -0.13 0.33 -0.0009
H 4.446178 -1.348343 -0.537520 0.05 -0.05 0.10 0.0002
H -3.318122 -0.226743 0.508480 -0.01 0.02 0.04 0.0078
H 2.487978 -1.257943 0.941180 -0.10 0.14 -0.05 0.0022
C -0.711822 -2.737443 -1.234020 -0.19 -0.07 -0.13 0.0389
C -2.478122 1.985357 -1.962320 0.17 0.22 -0.09 0.0132
F 3.086778 0.235257 3.976580 -0.05 0.04 0.12 0.0000
C -2.667422 -2.306443 -2.127720 0.14 -0.20 -0.16 0.0247
C -0.305022 1.553957 3.524580 0.90 -0.19 0.66 -0.0054
C -1.367822 2.815657 -1.906220 0.02 -0.13 0.00 0.0064
C -0.558022 2.247257 -0.930820 -0.16 0.16 -0.08 0.0361
N -1.147722 1.146357 -0.455920 -0.32 1.46 -1.15 -0.0007
C 1.069278 -0.202543 -1.811420 0.00 -0.10 -0.04 0.0292
F 0.317178 -2.280443 1.594480 0.50 -0.03 -0.54 -0.0046
H -0.126422 -0.319243 -4.127520 0.04 -0.07 0.07 0.0002
N 0.665278 0.000957 -4.653920 -0.16 0.03 -0.04 -0.0004
H -4.237222 -0.136343 -1.302020 -0.43 0.05 -0.15 0.0007
O 2.869978 0.355557 -4.879420 0.36 -0.01 0.11 -0.0005
F -0.534722 -1.370743 3.402380 -0.21 -0.22 0.11 0.0053
C 1.749978 1.493957 5.491480 -0.32 0.02 -0.20 -0.0006
N -1.238122 -1.678943 -0.605220 -0.13 -1.10 -0.87 -0.0330
Ti -0.449522 -0.328243 0.675780 -0.21 0.62 3.79 0.9129
C -1.588722 -3.170643 -2.219920 -0.09 0.06 0.03 0.0022
H 0.241078 -3.152543 -0.957120 0.08 0.10 0.12 -0.0023
H -1.467522 -3.989343 -2.898220 0.02 -0.20 -0.09 0.0012
N -2.425222 -1.427643 -1.154420 -0.45 -0.38 -0.33 0.0277
```
Positions in Å, forces in eV/Å.

4.
Computed, not measured: 2 unconnected molecules or ions with the total composition C2H4ClNO at a distorted geometry, with ωB97M-V/def2-TZVPD.

Values from the calculation:
**HOMO level**: -8.808 eV
**Energy relative to the best compared isomer or geometry (same formula, charge and spin)**: 249.9 kJ/mol
**Gap between HOMO and LUMO**: 9.60 eV

```
9
Properties=species:S:1:pos:R:3:forces:R:3:mulliken_charge:R:1
H 0.540469 -0.275069 1.473119 0.02 0.08 -0.08 0.3505
H -2.793916 -0.258556 -0.160797 -0.01 -0.26 -0.28 0.2525
H 0.715011 1.289547 -0.224730 -0.03 0.32 0.07 0.2906
C 0.929654 0.239319 -0.323384 -3.32 -1.88 -1.28 -0.3620
O 1.211683 -0.457604 0.801853 0.14 0.06 0.30 -0.4720
N -1.797610 -0.110847 -0.019370 -0.65 0.06 0.65 -0.4878
H 1.562352 -0.058037 -1.146634 0.15 0.08 -0.01 0.3314
C -0.989059 -0.394034 -0.903078 4.07 1.90 1.32 0.2655
Cl -1.181109 -0.998493 -2.485511 -0.36 -0.36 -0.69 -0.1687
```
Positions in Å, forces in eV/Å.

5.
Computed, not measured: 3 unconnected molecules or ions with the total composition C16H43N2P3, with ωB97M-V/def2-TZVPD.

Values from the calculation:
**HOMO level**: -7.923 eV
**SMILES string**: CP(C)[PH]#P(C)C.CCN(CC)CC.CCN(CC)CC
**Energy relative to the best compared isomer or geometry (same formula, charge and spin)**: 0.0 kJ/mol
**Gap between HOMO and LUMO**: 8.79 eV

```
64
Properties=species:S:1:pos:R:3:forces:R:3:mulliken_charge:R:1
H -3.944712 3.393070 -4.089290 -0.01 -0.02 -0.02 0.2516
H 0.665388 -1.840785 2.643140 0.00 0.03 0.00 0.0570
C 0.838316 -2.942521 4.483039 -0.04 -0.05 0.02 -0.4260
H -4.527665 5.027404 -4.399088 0.01 0.00 0.03 0.2558
H 1.446648 2.049743 0.640574 -0.04 0.06 0.02 0.3817
H -1.542137 -0.513121 0.487716 -0.05 -0.07 -0.03 0.3731
H -0.288905 -1.708564 0.876894 0.08 0.07 0.06 -0.0373
H -1.420765 -3.302142 5.775473 0.01 0.00 0.00 0.4074
H -2.388196 5.664511 -5.449286 -0.03 -0.01 -0.02 0.3779
H 0.251575 -4.427086 2.246101 0.00 0.02 0.00 0.1824
C 4.601092 0.391530 -2.281679 -0.01 0.18 0.07 -1.1264
H -1.697798 2.107476 -4.334091 -0.01 0.00 0.01 0.3000
H -0.203041 -6.092871 6.092690 0.01 0.00 -0.01 0.2187
H -1.746419 6.936390 -3.681862 0.00 0.01 0.02 0.3474
C 1.199942 -5.845324 3.541065 -0.01 0.02 -0.01 -1.0134
H 5.399231 -0.087210 -1.713485 -0.05 -0.06 0.05 0.3600
H -2.481866 3.435440 -2.370670 0.00 0.01 -0.01 0.2180
H 3.169852 0.152039 0.312174 0.00 0.17 -0.17 0.0260
H -1.007791 6.208915 -2.270734 0.00 -0.01 0.01 0.4034
H -1.894004 3.995339 -5.559278 0.02 -0.01 0.01 0.3652
H -4.007024 6.431988 -2.842244 0.00 -0.01 -0.01 0.2242
H 1.639900 -3.424898 5.065584 -0.01 -0.02 -0.01 0.2577
H 0.498276 1.081257 1.780618 0.02 -0.08 -0.02 0.3458
H 4.341245 1.334645 -1.799658 0.06 0.03 -0.05 0.3439
H -4.254134 3.919208 -5.739843 -0.01 0.01 0.00 0.3707
C -0.674568 -1.052647 0.101182 -0.16 0.01 -0.08 -0.8440
H 0.423705 -2.162079 5.127673 0.04 0.03 -0.01 0.4692
H 3.090331 -2.966419 -3.080345 0.03 -0.05 0.08 0.3360
H 4.641337 -2.197142 -3.398959 -0.03 -0.02 -0.04 0.3794
N -1.631880 4.876791 -3.705864 -0.07 -0.07 0.01 0.0763
H -0.818722 1.677879 -2.866536 0.03 -0.03 -0.05 0.2104
H -0.311892 2.142176 0.608304 -0.04 -0.02 0.04 0.3453
H 4.968392 0.616111 -3.284256 0.04 -0.01 0.02 0.3718
C 3.835372 -2.285893 -2.667269 0.05 -0.07 -0.22 -1.1897
C -1.528467 3.700991 -2.857411 -0.01 0.06 0.02 -0.3161
H -3.357447 5.396329 -1.569691 0.00 0.01 0.01 0.2733
H -3.078313 7.134935 -1.523103 -0.01 0.01 0.00 0.4002
H 0.946367 -6.559863 4.322440 0.00 0.02 0.02 0.2643
H -0.051867 2.705509 -4.081811 -0.01 0.00 -0.01 0.3118
C -3.151550 6.271770 -2.187347 0.01 -0.01 0.00 -0.9825
C 0.042430 -4.895774 3.210675 -0.04 0.00 0.01 -0.5809
P 0.495914 0.198837 -0.568982 -0.07 0.22 -0.19 0.4935
H 1.476669 -6.411167 2.649793 -0.01 -0.02 0.01 0.4052
H -1.006458 -1.667510 -0.735865 -0.05 -0.04 0.05 0.3546
H -0.878248 -5.467767 3.071129 0.02 -0.03 -0.02 0.4127
H 2.083868 -5.293559 3.865681 0.01 -0.01 -0.02 0.2314
H -0.840307 3.964829 -2.048007 0.00 -0.04 0.01 0.4505
C -0.996263 2.477835 -3.584971 0.01 0.03 0.02 -1.1910
H 0.585435 -4.637890 6.705692 -0.01 0.01 0.01 0.2745
C -1.843346 6.111164 -2.970849 0.04 0.03 -0.03 -0.6939
C -3.870622 4.242506 -4.770448 0.02 0.00 0.00 -0.9403
H 2.166158 -1.538105 3.524041 0.00 -0.01 0.02 0.4873
C -0.373975 -5.065233 6.410502 0.00 0.01 0.00 -0.9856
H 4.242328 -2.713525 -1.752345 0.02 0.04 0.04 0.3661
C 0.531758 1.468432 0.761342 0.16 0.00 0.16 -1.2336
C -1.051489 -4.226619 5.321003 -0.04 0.01 -0.03 -0.7099
P 3.069706 -0.619642 -2.444824 0.17 -0.04 -0.04 0.1656
H -1.931500 -4.759634 4.950800 -0.01 0.00 0.02 0.3583
P 2.423409 -0.848321 -0.350202 -0.19 -0.39 0.21 -0.1795
H 1.969334 -3.029229 2.617794 0.00 -0.01 0.00 0.3277
C 1.444473 -2.307004 3.243517 0.06 0.07 0.05 -1.2079
N -0.261151 -3.838915 4.164950 0.09 -0.02 0.01 0.1414
C -2.417323 4.709018 -4.919318 0.02 0.04 0.00 -0.7236
H -1.008603 -5.095610 7.298025 0.00 -0.01 0.00 0.4067
```
Positions in Å, forces in eV/Å.

Record-wise M values, in g/mol: 174.247, 347.037, 567.102, 93.513, 356.456